Entry 1:
Computed, not measured: a cluster of 14 separate species, H28O14 in total at a distorted geometry, with the ωB97M-V functional and the def2-TZVPD basis.

Positions of all 42 atoms, in Å:
O 2.93 -2.28 -0.73
H 2.82 -1.65 -1.45
H 2.83 -1.75 0.06
O 0.03 -3.55 2.57
H 0.52 -4.19 2.03
H -0.65 -3.51 1.87
O 2.44 1.42 0.18
H 2.33 2.38 0.11
H 3.37 1.24 0.00
O -0.58 0.16 0.34
H -0.01 0.12 1.12
H -1.18 -0.59 0.30
O 0.26 -4.18 -0.32
H 0.70 -3.35 -0.13
H 0.77 -4.69 -0.95
O 0.33 -1.00 2.93
H 0.11 -0.48 3.70
H 1.20 -0.74 2.63
O -2.86 -1.92 1.29
H -3.25 -2.17 2.13
H -3.53 -2.19 0.65
O 0.10 0.20 -5.37
H -0.40 -0.30 -4.73
H 0.46 0.96 -4.92
O -2.14 3.83 -1.84
H -2.12 4.79 -1.81
H -1.56 3.50 -1.12
O 1.67 2.26 2.97
H 0.94 2.60 2.44
H 1.75 2.92 3.67
O 0.47 1.69 -2.13
H -0.22 1.52 -1.48
H 1.17 1.24 -1.62
O -1.49 2.52 0.34
H -2.41 2.35 0.52
H -0.88 1.76 0.16
O 1.08 4.15 0.18
H 1.16 4.43 -0.75
H 0.13 4.06 0.06
O -2.35 -3.62 -0.78
H -1.48 -3.94 -0.47
H -2.45 -4.00 -1.66

Values from the calculation:
LUMO, eV: -0.032
ΔE to the lowest compared entry with this formula, charge and spin, kcal per mole: 52.3
Net charge: 0
E_HOMO, eV: -10.735

***

Entry 2:
Computed, not measured: a structure of composition C22H62AsF6O17S9 at a distorted geometry, with the ωB97M-V functional and the def2-TZVPD basis.

Positions of all 117 atoms, in Å:
As -0.56 -0.78 0.11
F -2.22 -1.02 0.58
F -0.89 0.97 0.26
F 1.13 -0.55 -0.30
F -0.32 -2.52 0.11
F -1.08 -0.70 -1.55
F -0.07 -0.77 1.80
O -1.35 7.39 -1.54
S -0.27 6.44 -1.55
O 0.91 6.66 -0.77
O -0.88 4.97 -1.13
C -2.28 4.79 -1.34
C -2.62 3.41 -0.82
C 0.23 6.03 -3.23
H -2.52 4.78 -2.41
H -2.90 5.57 -0.91
H -2.13 3.24 0.14
H -2.26 2.60 -1.46
H -3.70 3.31 -0.69
H -0.62 5.69 -3.81
H 0.90 5.18 -3.07
H 0.69 6.91 -3.66
O 3.03 -4.70 -4.46
S 3.15 -3.48 -3.73
O 4.16 -3.27 -2.74
O 3.32 -2.27 -4.85
C 2.45 -2.19 -5.96
C 3.09 -1.33 -7.05
C 1.48 -3.03 -3.10
H 1.49 -1.72 -5.70
H 2.23 -3.20 -6.33
H 4.04 -1.70 -7.43
H 3.13 -0.28 -6.77
H 2.45 -1.42 -7.94
H 1.40 -3.64 -2.21
H 0.83 -3.39 -3.90
H 1.48 -1.97 -2.84
O -4.13 0.71 4.69
S -3.64 1.93 4.08
O -4.57 2.83 3.45
O -2.75 2.75 5.13
C -2.92 2.43 6.53
C -2.17 3.46 7.34
C -2.35 1.59 2.83
H -2.51 1.42 6.67
H -3.97 2.39 6.81
H -2.32 3.29 8.41
H -2.70 4.41 7.23
H -1.10 3.48 7.16
H -2.36 0.50 2.72
H -1.38 1.87 3.22
H -2.64 2.01 1.88
O 1.24 2.75 4.34
S 2.19 3.09 3.31
O 2.94 4.31 3.40
O 3.23 1.85 3.19
C 4.41 2.05 2.42
C 5.63 1.64 3.25
C 1.45 2.92 1.67
H 4.61 3.07 2.09
H 4.36 1.47 1.49
H 6.53 1.46 2.67
H 5.41 0.74 3.84
H 5.86 2.41 3.98
H 2.28 3.19 1.01
H 0.57 3.54 1.54
H 1.13 1.91 1.46
C -3.25 -3.68 2.28
S -1.70 -4.58 2.27
O -1.51 -5.01 3.70
C -2.29 -6.05 1.36
H -3.23 -2.66 2.67
H -3.98 -4.20 2.91
H -3.68 -3.59 1.27
H -2.20 -6.92 2.01
H -1.67 -6.14 0.46
H -3.34 -5.95 1.10
C 2.31 1.16 -2.10
S 3.43 2.59 -2.08
O 3.97 2.58 -0.69
C 4.66 1.83 -3.19
H 2.82 0.23 -1.83
H 1.87 1.00 -3.09
H 1.55 1.33 -1.33
H 4.16 1.52 -4.10
H 5.24 1.03 -2.74
H 5.35 2.65 -3.38
C -2.44 -3.25 -2.95
S -2.17 -4.76 -3.90
O -1.22 -4.40 -4.99
C -1.14 -5.65 -2.68
H -2.51 -3.46 -1.89
H -3.36 -2.79 -3.31
H -1.66 -2.51 -3.13
H -0.23 -5.09 -2.49
H -1.02 -6.65 -3.08
H -1.73 -5.73 -1.76
C -5.63 -0.67 2.04
S -6.75 -1.24 0.73
O -7.56 -0.03 0.34
C -5.46 -1.54 -0.52
H -5.47 0.38 1.77
H -4.64 -1.12 1.88
H -6.02 -0.79 3.04
H -4.79 -0.69 -0.67
H -5.85 -1.77 -1.51
H -4.97 -2.43 -0.12
C 4.99 -1.58 0.02
S 3.65 -2.69 0.54
O 4.35 -3.86 1.17
C 3.11 -1.69 1.93
H 5.44 -1.05 0.86
H 4.59 -0.89 -0.71
H 5.81 -2.19 -0.37
H 2.27 -2.19 2.40
H 2.72 -0.71 1.64
H 3.91 -1.54 2.65

Values from the calculation:
LUMO, eV: 1.632
ΔE to the lowest compared entry with this formula, charge and spin, kcal per mole: 15.6
Net charge: -1
E_HOMO, eV: -6.672

***

Entry 3:
Computed, not measured: a structure of composition C2H2FOPt at a distorted geometry, with the ωB97M-V functional and the def2-TZVPD basis.

Positions of all 7 atoms, in Å:
C -0.10 0.16 0.27
C 0.89 -0.67 0.13
O -0.45 1.35 -0.04
H 0.64 -1.71 -0.12
H -1.74 1.08 -0.29
Pt 2.66 0.00 0.14
F -1.91 -0.22 -0.09

Values from the calculation:
Multiplicity: 4
LUMO (alpha / beta), eV: -0.252 / -2.630
ΔE to the lowest compared entry with this formula, charge and spin, kcal per mole: 27.2
Net charge: 0
E_HOMO (alpha / beta), eV: -6.931 / -10.571

***

Entry 4:
Computed, not measured: a cluster of 3 separate species, C36H57ClF3N4O12Si in total at a distorted geometry, with the ωB97M-V functional and the def2-TZVPD basis.

Positions of all 114 atoms, in Å:
C 5.11 1.82 1.38
C 4.40 2.15 0.04
C 5.48 2.42 -1.04
C 3.53 0.95 -0.30
C 2.78 1.10 -1.64
C 1.29 0.77 -1.63
Cl 0.56 2.08 -2.76
C 0.43 0.90 -0.37
C 0.46 2.24 0.31
O 1.17 3.13 0.00
N -0.44 2.35 1.44
C 0.30 2.24 2.64
O 0.50 1.25 3.23
F 0.76 3.40 3.06
N -0.89 0.45 -0.88
C -1.83 -0.13 0.13
C -3.03 0.77 0.50
C -3.26 0.82 2.01
C -4.76 0.69 2.36
O -4.88 0.31 3.73
C -4.87 -1.03 3.92
O -4.30 -1.54 4.82
C -0.65 -0.24 -2.01
N -1.50 -0.70 -2.87
C -2.94 -0.59 -2.78
C -3.43 0.85 -2.81
O -2.73 1.78 -3.06
O -4.74 0.99 -2.59
N 0.76 -0.44 -2.26
C 1.10 -1.76 -1.69
F 0.05 -2.26 -0.97
F 1.21 -2.60 -2.75
C 2.37 -1.81 -0.89
C 2.67 -3.24 -0.38
Si 2.57 -3.34 1.51
C 1.12 -2.29 2.14
C 2.25 -5.11 2.04
C 4.12 -2.57 2.22
C 4.28 -2.35 3.60
C 5.43 -1.74 4.11
C 6.45 -1.33 3.25
C 6.32 -1.55 1.88
C 5.17 -2.16 1.37
H 5.88 1.08 1.16
H 4.40 1.34 2.04
H 5.55 2.70 1.83
H 3.81 3.05 0.20
H 5.36 3.41 -1.47
H 6.46 2.41 -0.59
H 5.44 1.72 -1.87
H 4.19 0.09 -0.36
H 2.87 0.76 0.55
H 3.24 0.52 -2.44
H 2.86 2.13 -1.94
H 0.76 0.22 0.42
H -0.83 3.29 1.42
H -2.17 -1.10 -0.22
H -1.27 -0.32 1.04
H -2.89 1.75 0.07
H -3.90 0.32 0.03
H -2.77 -0.02 2.50
H -2.93 1.76 2.43
H -5.25 -0.03 1.71
H -5.22 1.67 2.27
H -5.50 -1.57 3.19
H -1.08 -1.20 -3.65
H -3.32 -1.15 -1.93
H -3.35 -1.09 -3.65
H -5.10 0.19 -2.17
H 2.32 -1.17 -0.01
H 3.18 -1.47 -1.51
H 3.65 -3.56 -0.72
H 1.97 -3.98 -0.77
H 0.92 -2.54 3.18
H 1.41 -1.24 2.08
H 0.22 -2.49 1.57
H 2.47 -5.30 3.08
H 2.74 -5.83 1.39
H 1.18 -5.28 1.91
H 3.50 -2.65 4.29
H 5.50 -1.57 5.17
H 7.33 -0.84 3.64
H 7.10 -1.23 1.21
H 5.12 -2.29 0.30
C -0.82 8.75 2.27
C -1.82 8.63 1.14
O -1.18 8.25 -0.10
C -0.91 6.96 -0.23
O -1.17 6.09 0.57
O -0.31 6.77 -1.40
C 0.07 5.41 -1.61
H -0.01 9.42 1.99
H -1.30 9.14 3.16
H -0.38 7.78 2.50
H -2.28 9.60 0.93
H -2.62 7.93 1.38
H -0.78 4.75 -1.46
H 0.88 5.15 -0.94
H 0.41 5.32 -2.64
C -2.83 -4.29 -2.72
C -4.18 -4.42 -2.05
O -5.21 -4.75 -2.98
C -5.26 -6.05 -3.32
O -4.53 -6.91 -2.90
O -6.24 -6.20 -4.20
C -6.38 -7.54 -4.70
H -2.89 -3.59 -3.56
H -2.08 -3.94 -2.02
H -2.50 -5.24 -3.13
H -4.48 -3.47 -1.61
H -4.15 -5.15 -1.24
H -6.47 -8.25 -3.89
H -5.54 -7.80 -5.34
H -7.30 -7.55 -5.29

Values from the calculation:
LUMO, eV: -3.286
Net charge: +1
E_HOMO, eV: -11.385

***

Entry 5:
Computed, not measured: a cluster of 2 separate species, CHIS2 in total at a distorted geometry, with the ωB97M-V functional and the def2-TZVPD basis.

Positions of all 5 atoms, in Å:
C 4.47 0.09 0.11
S 4.58 -1.36 0.64
S 4.15 1.41 -0.64
I 0.56 -0.79 -0.60
H 0.32 0.40 0.42

Values from the calculation:
LUMO, eV: -0.161
ΔE to the lowest compared entry with this formula, charge and spin, kcal per mole: 1.6
Net charge: 0
E_HOMO, eV: -9.626

***

Entry 6:
Computed, not measured: a cluster of 2 separate species, C4H13N in total at a distorted geometry, with the ωB97M-V functional and the def2-TZVPD basis.

Positions of all 18 atoms, in Å:
C 5.54 1.38 0.34
C 4.91 0.61 1.71
H 4.75 2.06 0.02
H 6.56 1.86 0.29
H 5.67 0.61 -0.47
H 5.22 1.27 2.51
H 5.54 -0.29 1.79
H 3.85 0.44 1.74
C -4.85 -1.01 0.21
C -4.15 -0.34 -1.01
N -3.08 -1.26 -1.64
H -4.96 -2.09 -0.06
H -5.84 -0.55 0.23
H -4.38 -0.74 1.16
H -3.75 0.67 -0.62
H -4.89 0.11 -1.64
H -2.63 -0.65 -2.36
H -3.53 -2.06 -2.19

Values from the calculation:
LUMO, eV: 1.182
ΔE to the lowest compared entry with this formula, charge and spin, kcal per mole: 28.6
SMILES: CCN.CC
Net charge: 0
E_HOMO, eV: -9.573